A molecular structure, C27H21ClN5O6PtS, computed with ωB97M-V/def2-TZVPD.

Geometry as XYZ:
```
62
C27H21ClN5O6PtS, DFT ωB97M-V/def2-TZVPD
Pt -0.0941 0.0635 -0.8001
N 7.1188 -1.6817 6.2342
C 6.2940 -1.5239 5.4488
C 5.2634 -1.3267 4.4702
C 4.1547 -2.1710 4.4518
C 3.1610 -1.9733 3.5096
C 3.2674 -0.9418 2.5799
C 4.3841 -0.1083 2.5991
C 5.3786 -0.2929 3.5421
C 2.2046 -0.7295 1.5636
C 0.9584 -0.3404 2.0251
C 0.5187 -0.2049 3.3721
C -0.8167 0.1009 3.3306
C -1.1691 0.1787 1.9615
N -0.1210 -0.0685 1.1932
C 2.5571 -0.9922 0.2338
C 3.7815 -1.5178 -0.2399
C 3.6249 -1.7507 -1.5902
C 2.3106 -1.3664 -1.9037
N 1.6708 -0.9216 -0.8271
H 4.0770 -2.9761 5.1695
H 2.3014 -2.6299 3.4775
H 4.4598 0.6907 1.8734
H 6.2421 0.3577 3.5633
H 1.1315 -0.3432 4.2481
H -1.4876 0.2507 4.1599
H -2.1287 0.4184 1.5306
H 4.6504 -1.7266 0.3633
H 4.3456 -2.1608 -2.2781
H 1.8125 -1.4115 -2.8580
Cl -4.8663 -3.6913 -1.2595
C -3.4671 -2.7089 -0.7007
C -2.2057 -3.5530 -0.3959
O -2.3395 -4.6243 0.1809
O -1.1188 -2.9883 -0.7570
H -3.7898 -2.2056 0.2075
H -3.2976 -1.9618 -1.4692
O 0.0118 3.1701 -0.7474
C -1.1319 2.7904 -0.8660
N -1.5527 1.4734 -0.8103
S -3.1171 1.2419 -1.1522
O -3.2983 0.6046 -2.4315
O -3.8236 0.6709 -0.0346
C -3.4781 2.9671 -1.2777
C -4.6995 3.5673 -1.5100
C -4.7170 4.9554 -1.5703
C -3.5485 5.6961 -1.4031
C -2.3320 5.0702 -1.1685
C -2.3144 3.6877 -1.1054
H -5.5993 2.9806 -1.6363
H -5.6520 5.4713 -1.7489
H -3.5959 6.7764 -1.4571
H -1.4137 5.6262 -1.0345
C -0.9440 -0.3188 -4.9817
C -0.7098 -0.6618 -3.5372
N -1.0603 -1.8440 -3.0926
O -0.1709 0.2394 -2.8321
H -2.0174 -0.2429 -5.1603
H -0.5394 -1.0894 -5.6386
H -0.4795 0.6379 -5.1994
H -1.5147 -2.4455 -3.7620
H -1.0684 -2.1922 -2.0526
```

Output
LUMO: 1.356 eV
Gap between HOMO and LUMO: 6.804 eV
Spin multiplicity: 1
Relative energy (zero: lowest compared OMol25 entry of this formula, charge and spin): 2.6 kJ/mol
Energy: -2744.5853 Ha
Highest occupied orbital energy: -5.448 eV
Charge: -1